(1)
CH4N2O | the ωB97M-V functional and the def2-TZVPD basis

CARTESIAN COORDINATES (ANGSTROEM)
C  1.710  0.082  1.538
N  1.754  -0.273  0.448
O  2.068  -0.727  -0.591
H  1.385  0.620  2.382
N  -1.540  0.093  -0.676
H  -1.071  -0.184  -1.540
H  -1.920  0.954  -0.984
H  -2.386  -0.565  -0.577

Computed properties:
**HOMO level**: -9.9 eV
**Charge**: 0
**Energy relative to the best compared isomer or geometry (same formula, charge and spin)**: 97.5 kcal/mol
**SMILES**: C#[N+][O-].N
**LUMO**: 1.045 eV

=====

(2)
CH4N2O | the ωB97M-V functional and the def2-TZVPD basis

CARTESIAN COORDINATES (ANGSTROEM)
C  0.342  -0.498  -0.695
N  1.339  0.290  -0.196
N  -1.341  0.103  0.909
O  0.044  -1.267  -1.489
H  1.035  0.902  0.485
H  2.176  -0.114  -0.037
H  -2.288  -0.361  0.672
H  -1.307  0.945  0.351

Computed properties:
**HOMO level (alpha / beta)**: -8.7 / -8.0 eV
**Charge**: 0
**Energy relative to the best compared isomer or geometry (same formula, charge and spin)**: 94.6 kcal/mol
**LUMO (alpha / beta)**: 0.210 / 0.182 eV

=====

(3)
CH4N2O | the ωB97M-V functional and the def2-TZVPD basis

CARTESIAN COORDINATES (ANGSTROEM)
H  -0.873  -1.431  0.029
N  -1.541  -0.693  -0.071
C  -0.812  0.384  -0.130
N  0.568  0.493  0.079
O  1.389  -0.614  -0.235
H  -1.352  1.386  -0.043
H  0.972  1.299  -0.383
H  1.647  -0.825  0.754

Computed properties:
**HOMO level**: -9.7 eV
**Charge**: 0
**Energy relative to the best compared isomer or geometry (same formula, charge and spin)**: 76.9 kcal/mol
**SMILES**: [H]/N=C\NO
**LUMO**: 0.725 eV

=====

Q: Which formula does entry 3 have?
A: CH4N2O

=====

Q: Which of these has the lowest energy relative to the best compared isomer or geometry (same formula, charge and spin)?
A: number 3